Molecular formula: C3H4Cl2
Method: DFT, ωB97M-V with the def2-TZVPD basis set

Results
calculated total energy = -1036.9738 a.u.
highest occupied orbital energy = -9.50 eV
LUMO level = 0.808 eV
maximum force = 0.0951 hartree/bohr
gap between HOMO and LUMO = 0.379 hartree

```
9
C3H4Cl2 ωB97M-V with the def2-TZVPD basis set
Cl -0.6191 1.0542 1.8412
C -0.5926 0.2658 0.3682
C -0.2284 -0.7571 -0.3454
C -0.7947 0.4144 -1.1338
H 0.1055 -1.6842 -0.4206
H -0.0324 0.9364 -1.5750
H -1.7087 0.5037 -1.7184
Cl 2.5611 -0.2167 1.2889
H 1.3093 -0.5166 1.6950
```